w:
20
Properties=species:S:1:pos:R:3:nbo_charge:R:1 method="wB97M-V/def2-TZVPD" orbital_gap_ev="6.01 / 5.18" s_squared=0.76 lumo_ev="3.67 / 2.84" charge=-1 multiplicity=2
C 1.05766 1.20717 1.20858 -0.624
C -0.34402 1.14796 0.61820 -0.350
N -0.70972 -0.18623 0.07379 -0.284
C -0.40401 -0.24239 -1.35117 -0.446
C -0.35221 -1.25219 0.83712 -0.221
C 0.48973 -2.13797 0.40538 0.558
N -0.51899 3.19922 -1.23317 -1.418
O 1.18115 -2.69530 -0.37088 -0.537
H 1.21913 2.16448 1.69934 0.207
H 1.19671 0.42687 1.95938 0.192
H 1.81187 1.10852 0.42357 0.188
H -1.06177 1.35599 1.41761 0.165
H -0.43379 2.05666 -0.20320 0.348
H -0.78684 -1.14981 -1.81836 0.182
H 0.66573 -0.18018 -1.55757 0.190
H -0.90030 0.61294 -1.80662 0.255
H -1.50906 -3.66817 1.88335 0.015
H -1.21960 -4.05792 1.31617 -0.015
H -1.26960 3.88974 -1.22254 0.298
H 0.30538 3.67161 -1.59991 0.297



x:
20
Properties=species:S:1:pos:R:3:nbo_charge:R:1 method="wB97M-V/def2-TZVPD" orbital_gap_ev="6.24 / 6.17" s_squared=0.76 lumo_ev="3.66 / 3.51" charge=-1 multiplicity=2
C 1.09888 -0.69080 1.69636 -0.057
O 2.43535 -0.75699 1.90795 -0.948
C 0.76025 0.49202 0.74830 0.023
C -0.72424 0.75429 0.50029 -0.442
C -1.42286 -0.31170 -0.32566 -0.285
C -1.49401 -0.16724 -1.64347 -0.006
N -2.18137 -1.00394 -2.54476 -0.825
N 1.48512 1.65919 1.14648 -0.877
H 0.75722 -1.60429 1.15786 0.099
H 0.52501 -0.54814 2.64129 0.099
H 1.96669 -0.11893 -1.04060 -0.091
H 1.23809 0.09475 -0.29177 0.071
H -0.81703 1.71768 -0.00864 0.193
H -1.26041 0.82011 1.44976 0.203
H -1.46270 -1.28052 0.16518 0.200
H -0.93597 0.61218 -2.15593 0.179
H -1.70843 -1.15066 -3.42398 0.359
H -2.43367 -1.89045 -2.12568 0.359
H 1.97243 2.09311 0.37453 0.342
H 2.20166 1.28030 1.77248 0.402



The structure with the most favorable energy is x; the runner-up is 0.0560 hartree above it.